1.
Density functional theory data (the ωB97M-V functional and the def2-TZVPD basis) for a cluster of 2 separate species, C10H15FN3O2 in total in a non-equilibrium geometry.

Element x y z (Å)
1 C -1.122 2.094 1.552
2 C -0.902 0.834 0.563
3 C 0.307 -0.136 0.987
4 F -0.244 -1.492 0.954
5 C 0.834 0.073 2.492
6 N 1.009 0.283 3.667
7 C 1.549 -0.161 -0.054
8 C 1.021 -0.572 -1.507
9 N 0.873 -0.820 -2.689
10 C 2.481 1.150 -0.014
11 C 1.853 2.474 -0.673
12 N 1.758 2.459 -2.171
13 H -1.867 1.888 2.410
14 H -0.133 2.566 1.923
15 H -1.627 2.924 0.910
16 H -0.767 1.272 -0.505
17 H -1.875 0.216 0.535
18 H 2.219 -1.044 0.299
19 H 2.784 1.376 1.083
20 H 3.461 0.876 -0.573
21 H 2.583 3.345 -0.410
22 H 0.833 2.791 -0.261
23 H 2.370 1.717 -2.546
24 H 0.762 2.225 -2.374
25 C -2.025 -4.054 -0.413
26 C -3.368 -3.367 -0.648
27 O -3.411 -2.145 -0.342
28 O -4.266 -4.109 -1.118
29 H -1.289 -3.358 -0.005
30 H -2.148 -4.880 0.292
31 H -1.639 -4.449 -1.357

- Highest occupied orbital energy: -3.879 eV
- LUMO energy: 2.5 eV
- DFT total energy: -804.6021 Ha
- Net charge: -1

Charges obtained by Mulliken population analysis, quoted in units of e: -1.214 -0.349 1.173 -0.324 -0.297 -0.537 0.272 -0.202 -0.516 -0.726 -0.478 -0.626 0.328 0.325 0.345 0.182 0.352 0.457 0.397 0.317 0.242 0.186 0.299 0.332 -0.384 0.483 -0.652 -0.762 -0.084 0.236 0.222


2.
Density functional theory data (the ωB97M-V functional and the def2-TZVPD basis) for a cluster of 12 separate species, H26NO11 in total in a non-equilibrium geometry.

Element x y z (Å)
1 N 0.027 -0.048 -0.167
2 H -0.745 0.568 -0.188
3 H 0.224 -0.164 0.864
4 H 0.730 0.575 -0.540
5 H -0.139 -0.907 -0.592
6 O -0.510 -3.634 -1.677
7 H 0.226 -3.705 -2.249
8 H -1.285 -3.723 -2.166
9 O -0.516 -2.530 1.986
10 H -1.414 -2.321 2.249
11 H 0.213 -2.619 2.857
12 O -2.972 -1.706 -0.701
13 H -3.821 -1.402 -1.097
14 H -2.404 -1.321 -1.437
15 O 2.802 0.722 0.965
16 H 3.569 0.316 0.955
17 H 2.597 1.219 1.715
18 O -2.802 0.387 2.985
19 H -3.501 -0.077 3.096
20 H -2.742 0.823 2.006
21 O 1.396 0.536 -3.152
22 H 1.841 1.229 -3.468
23 H 2.086 0.005 -3.396
24 O 0.316 0.903 2.787
25 H 0.434 1.851 2.941
26 H -0.543 0.714 3.167
27 O -0.797 2.518 -1.280
28 H -0.840 3.264 -0.715
29 H -1.591 2.356 -1.754
30 O 2.738 -1.819 -0.494
31 H 3.663 -2.122 -0.599
32 H 2.802 -0.843 -0.255
33 O -2.703 1.143 0.386
34 H -2.222 1.880 -0.005
35 H -3.356 1.151 -0.403
36 O 3.225 2.561 -0.669
37 H 3.174 1.710 -0.317
38 H 2.840 2.513 -1.638

- Highest occupied orbital energy: -13.749 eV
- LUMO energy: -3.4 eV
- DFT total energy: -897.6335 Ha
- Net charge: +1

Charges obtained by Mulliken population analysis, quoted in units of e: 0.074 0.167 0.305 0.275 0.243 -0.591 0.299 0.299 -0.668 0.320 0.346 -0.591 0.305 0.259 -0.650 0.266 0.232 -0.629 0.232 0.410 -0.518 0.253 0.280 -0.583 0.312 0.272 -0.615 0.299 0.314 -0.619 0.304 0.375 -0.676 0.214 0.388 -0.634 0.432 0.298


3.
Density functional theory data (the ωB97M-V functional and the def2-TZVPD basis) for the molecule CHF4NOS in a non-equilibrium geometry.

Element x y z (Å)
1 N -1.608 0.347 0.338
2 S -0.504 -0.328 -0.353
3 O -0.588 -0.975 -1.629
4 F 0.341 -1.725 0.759
5 C 0.985 0.521 0.035
6 F 2.001 -0.205 -0.342
7 F 1.064 1.669 -0.611
8 F 0.874 0.791 1.347
9 H -2.565 -0.095 0.456

- Highest occupied orbital energy: -12.027 eV
- Structure (SMILES): N=[S@](=O)(F)C(F)(F)F
- LUMO energy: -0.4 eV
- DFT total energy: -966.2505 Ha

Charges obtained by Mulliken population analysis, quoted in units of e: -0.504 0.936 -0.483 -0.489 0.780 -0.160 -0.201 -0.192 0.313


4.
Density functional theory data (the ωB97M-V functional and the def2-TZVPD basis) for the molecule C16H14BrN3O5S in a non-equilibrium geometry.

Element x y z (Å)
1 C -0.058 1.238 3.514
2 C 0.642 0.949 2.239
3 N 0.624 -0.238 1.694
4 O 1.350 -0.170 0.544
5 C 1.825 1.088 0.403
6 N 2.547 1.397 -0.729
7 S 1.701 2.302 -1.913
8 O 2.402 2.091 -3.138
9 O 1.537 3.629 -1.414
10 C 0.149 1.429 -1.872
11 C 0.031 0.245 -2.574
12 C -1.026 -0.601 -2.298
13 C -1.916 -0.285 -1.272
14 N -2.908 -1.189 -0.880
15 C -2.799 -2.503 -0.509
16 O -3.796 -3.136 -0.221
17 C -1.471 -3.122 -0.407
18 C -1.209 -4.420 -0.032
19 C 0.191 -4.568 -0.031
20 C 0.674 -3.343 -0.399
21 Br 2.413 -2.773 -0.713
22 O -0.304 -2.467 -0.624
23 C -1.832 0.952 -0.634
24 C -0.791 1.810 -0.932
25 C 1.403 1.861 1.452
26 C 1.683 3.292 1.734
27 H -0.794 2.027 3.366
28 H -0.555 0.341 3.870
29 H 0.657 1.577 4.261
30 H 2.970 0.585 -1.158
31 H 0.772 0.004 -3.320
32 H -1.146 -1.523 -2.845
33 H -3.824 -0.805 -0.684
34 H -1.944 -5.160 0.206
35 H 0.765 -5.440 0.203
36 H -2.554 1.212 0.125
37 H -0.676 2.760 -0.436
38 H 2.538 3.385 2.403
39 H 0.824 3.755 2.215
40 H 1.905 3.814 0.807

- Highest occupied orbital energy: -8.962 eV
- Structure (SMILES): Cc1noc(NS(=O)(=O)c2ccc(NC(=O)c3ccc(Br)o3)cc2)c1C
- LUMO energy: 0.0 eV
- DFT total energy: -4130.7264 Ha

Charges obtained by Mulliken population analysis, quoted in units of e: -1.420 0.941 -0.713 0.225 -0.212 -0.175 1.169 -0.697 -0.664 -0.211 -0.881 -0.134 0.486 -0.157 -0.122 -0.668 0.422 -0.396 -0.532 -0.066 -0.124 0.087 -0.675 -0.316 0.389 -1.526 0.331 0.394 0.321 0.464 0.500 0.434 0.300 0.592 0.516 0.451 0.586 0.365 0.358 0.362


5.
Density functional theory data (the ωB97M-V functional and the def2-TZVPD basis) for a structure of composition Be4FO4S in a non-equilibrium geometry.

Element x y z (Å)
1 Be -2.146 -0.141 -0.272
2 Be -0.209 -1.984 -4.073
3 Be 0.186 -3.612 -0.399
4 Be 2.115 -0.139 -0.284
5 F -0.175 -1.324 -1.330
6 S 0.026 1.504 1.330
7 O 1.149 0.688 1.559
8 O 0.186 2.866 1.804
9 O 0.048 1.255 -0.168
10 O -1.179 0.886 1.832

- Highest occupied orbital energy: -28.057 eV
- LUMO energy: -25.2 eV
- DFT total energy: -854.5788 Ha
- Net charge: +5

Charges obtained by Mulliken population analysis, quoted in units of e: 1.467 1.418 1.264 1.395 -0.717 1.535 -0.380 -0.025 -0.578 -0.378


6.
Density functional theory data (the ωB97M-V functional and the def2-TZVPD basis) for the ion C3H8N3 with charge +1 in a non-equilibrium geometry.

Element x y z (Å)
1 H -2.709 1.704 -0.243
2 N -1.775 1.059 -0.101
3 C -1.815 -0.158 -0.259
4 C -0.554 -0.870 0.284
5 N 0.201 0.213 0.932
6 C 1.281 0.682 0.363
7 N 2.072 0.167 -0.595
8 H -2.595 -0.759 -0.664
9 H -0.834 -1.824 1.059
10 H -0.064 -1.315 -0.536
11 H -0.347 0.718 1.574
12 H 1.878 1.350 0.970
13 H 2.893 0.704 -0.910
14 H 1.818 -0.563 -1.222

- Highest occupied orbital energy: -14.157 eV
- Structure (SMILES): [H]/N=C/CNC=[NH2+]
- LUMO energy: -3.6 eV
- DFT total energy: -283.0810 Ha
- Net charge: +1

Charges obtained by Mulliken population analysis, quoted in units of e: 0.294 -0.537 -0.041 -0.650 -0.046 0.138 -0.309 0.445 0.324 0.259 0.332 0.334 0.266 0.191


7.
Density functional theory data (the ωB97M-V functional and the def2-TZVPD basis) for a structure of composition C23H14Br4ClN3O2SeTi.

Element x y z (Å)
1 Ti 0.184 0.420 -0.261
2 Br 4.587 -4.763 0.252
3 C 3.826 -3.062 -0.006
4 C 4.635 -1.939 -0.166
5 Br 6.509 -2.085 -0.128
6 C 4.052 -0.678 -0.354
7 Br 5.038 0.908 -0.568
8 C 2.681 -0.569 -0.366
9 O 1.988 0.579 -0.547
10 C 1.868 -1.691 -0.218
11 O 0.547 -1.441 -0.298
12 C 2.431 -2.937 -0.034
13 Br 1.247 -4.383 0.159
14 N -8.496 -3.341 4.749
15 C -7.685 -2.994 4.014
16 C -6.664 -2.557 3.090
17 C -6.149 -3.448 2.152
18 C -5.164 -3.029 1.276
19 C -4.714 -1.718 1.333
20 C -5.229 -0.821 2.255
21 C -6.200 -1.247 3.143
22 N -3.697 -1.299 0.429
23 C -3.578 -1.637 -0.911
24 C -2.457 -1.028 -1.353
25 N -1.897 -0.292 -0.320
26 C -2.668 -0.484 0.728
27 H -6.507 -4.467 2.122
28 H -4.730 -3.722 0.568
29 H -4.889 0.206 2.270
30 H -6.612 -0.561 3.871
31 H -4.298 -2.265 -1.406
32 H -2.008 -1.053 -2.329
33 H -2.488 -0.078 1.709
34 Se 0.177 0.902 2.138
35 C 0.608 2.618 1.377
36 C -0.405 3.464 0.925
37 C -0.099 4.691 0.347
38 C 1.225 5.080 0.223
39 C 2.241 4.243 0.677
40 C 1.939 3.019 1.247
41 H -1.438 3.159 1.035
42 H -0.894 5.336 -0.003
43 H 1.471 6.032 -0.228
44 H 3.276 4.542 0.576
45 H 2.732 2.355 1.565
46 Cl 0.107 0.527 -3.035
47 C -0.279 1.789 -1.774
48 H -1.296 2.123 -1.949
49 H 0.430 2.605 -1.890

- Highest occupied orbital energy: -8.093 eV
- LUMO energy: -0.6 eV
- DFT total energy: -15206.8571 Ha

Charges obtained by Mulliken population analysis, quoted in units of e: 0.274 -0.167 0.296 0.307 -0.161 -0.408 -0.118 0.386 -0.413 0.576 -0.267 -0.351 -0.124 -0.480 0.006 0.494 -0.783 -0.487 0.505 -0.270 -0.783 0.227 -0.486 -0.832 0.293 -0.500 0.439 0.515 0.511 0.438 0.502 0.488 0.416 -0.186 0.290 -0.382 -0.562 -0.442 -0.592 -0.140 0.382 0.383 0.395 0.389 0.400 -0.187 -0.710 0.424 0.492


8.
Density functional theory data (the ωB97M-V functional and the def2-TZVPD basis) for a structure of composition C23H55N3O2OsP4 in a non-equilibrium geometry.

Element x y z (Å)
1 Os 0.892 0.536 -0.900
2 P 2.350 -1.006 0.486
3 P 1.936 2.424 -0.377
4 P -0.579 -2.184 -0.622
5 H 1.644 2.286 -3.128
6 C 1.109 1.478 -2.650
7 C -0.240 1.751 -2.190
8 H -0.420 2.829 -1.965
9 C 3.528 -1.811 -0.663
10 C 3.482 -0.248 1.721
11 C 1.857 -2.408 1.579
12 C 1.438 4.051 -0.970
13 C 2.247 2.753 1.348
14 C 3.471 1.935 -1.170
15 C -2.184 -2.579 -1.445
16 C -1.133 -2.735 1.058
17 C 0.453 -3.535 -1.359
18 H 1.375 0.571 -3.144
19 H -1.058 1.241 -2.701
20 H 4.493 -1.921 -0.155
21 H 3.645 -1.185 -1.552
22 H 3.143 -2.790 -0.958
23 H 3.892 -1.031 2.374
24 H 2.918 0.451 2.351
25 H 4.306 0.273 1.220
26 H 1.539 -3.289 1.017
27 H 1.046 -2.089 2.241
28 H 2.712 -2.707 2.207
29 H 1.910 4.756 -0.259
30 H 0.361 4.217 -0.896
31 H 1.739 4.216 -1.994
32 H 3.212 2.317 1.606
33 H 1.416 2.384 1.958
34 H 2.312 3.842 1.454
35 H 3.792 2.871 -1.626
36 H 3.336 1.201 -1.973
37 H 4.122 1.502 -0.415
38 H -2.727 -3.323 -0.851
39 H -2.013 -2.988 -2.447
40 H -2.767 -1.653 -1.518
41 H -2.219 -2.889 1.038
42 H -0.918 -1.937 1.782
43 H -0.639 -3.673 1.342
44 H -0.228 -4.217 -1.877
45 H 1.032 -4.088 -0.613
46 H 1.132 -3.084 -2.096
47 C -0.986 -1.241 -4.069
48 C 0.039 -2.071 -4.648
49 C -0.157 -2.652 -5.886
50 C -1.249 -2.266 -6.686
51 C -2.215 -1.376 -6.183
52 C -2.140 -0.929 -4.875
53 O -0.884 -0.897 -2.849
54 H 0.953 -0.761 -2.010
55 H 0.891 -2.253 -3.986
56 H 0.542 -3.427 -6.193
57 H -1.354 -2.716 -7.681
58 H -3.106 -1.066 -6.739
59 H -2.932 -0.415 -4.348
60 C -1.843 -1.205 4.029
61 N -0.837 -0.301 3.444
62 C 0.366 -0.233 4.286
63 P -1.150 0.753 2.205
64 O -0.501 0.337 0.915
65 N -2.785 0.635 1.946
66 C -3.290 0.795 0.575
67 C -3.706 1.144 2.961
68 N -0.675 2.316 2.562
69 C -0.694 2.815 3.951
70 C -1.045 3.388 1.586
71 H -2.192 -0.817 4.998
72 H -1.388 -2.191 4.219
73 H -2.719 -1.353 3.388
74 H 1.159 0.350 3.801
75 H 0.110 0.202 5.268
76 H 0.738 -1.250 4.482
77 H -2.892 0.015 -0.091
78 H -4.380 0.692 0.609
79 H -3.064 1.791 0.159
80 H -3.449 0.779 3.961
81 H -3.745 2.246 2.967
82 H -4.703 0.763 2.713
83 H 0.225 2.506 4.461
84 H -0.716 3.914 3.922
85 H -1.562 2.441 4.519
86 H -0.844 3.072 0.554
87 H -2.105 3.680 1.687
88 H -0.429 4.269 1.807

- Highest occupied orbital energy (alpha / beta): -18.927 / -18.677 eV
- Multiplicity: 5
- LUMO energy (alpha / beta): -12.0 / -15.6 eV
- DFT total energy: -2678.4749 Ha
- Net charge: +4

Charges obtained by Mulliken population analysis, quoted in units of e: 0.559 1.418 1.054 1.212 0.720 -1.986 -0.292 0.398 -1.315 -1.536 -1.062 -1.639 -1.071 -1.254 -1.897 -0.825 -1.094 0.714 0.181 0.482 0.267 0.402 0.613 0.124 0.409 0.212 -0.028 0.716 0.542 0.448 0.487 0.553 -0.135 0.677 0.507 0.438 0.372 0.681 0.502 0.266 0.480 -0.432 0.607 0.453 0.582 -0.019 -0.006 0.159 -0.584 -0.564 -0.413 -0.101 0.058 -0.284 0.371 0.499 0.465 0.478 0.488 -1.298 1.068 -1.122 -1.964 0.585 0.278 -0.707 -0.745 0.392 -0.821 -0.804 0.401 0.346 0.456 0.160 0.377 0.456 0.109 0.470 0.276 0.309 0.308 0.430 0.324 0.435 0.306 0.001 0.426 0.490


Question: Among the records above, which one has the lowest DFT total energy?
Answer: C23H14Br4ClN3O2SeTi